ORCA calculation (ωB97M-V with the def2-TZVPD basis set) on one molecule with the formula C6H13NO.

Calculated values
Structure (SMILES): C[C@H]1C[C@]1(C)[C@@H](N)O
E_LUMO: 0.0344 Eh
Strongest force on any atom: 2.1 eV/A
Energy above the lowest of the compared OMol25 structures with the same formula, charge and spin: 143.6 kJ/mol
DFT total energy: -9969.6863 eV

Last column: Löwdin charge in e.
Atoms and positions in Å:
C -0.03 0.14 -0.49  -0.38
C -0.04 1.68 -0.09  -0.42
C 0.61 -0.78 0.52  -0.27
C 1.33 -0.49 -0.77  -0.05
C -1.22 -0.26 -1.31  -0.04
C 0.01 -2.20 0.73  -0.06
N -0.99 1.91 0.96  0.07
O 1.21 2.18 0.33  -0.03
H 1.48 1.65 1.09  0.08
H -0.32 2.25 -0.98  0.15
H 0.99 -0.42 1.47  0.12
H -0.93 2.89 1.23  0.08
H -0.73 1.36 1.78  0.07
H 2.21 0.13 -0.74  0.10
H 1.39 -1.28 -1.51  0.11
H -1.12 -1.27 -1.73  0.08
H -1.35 0.43 -2.15  0.08
H -2.13 -0.24 -0.70  0.08
H -0.93 -2.13 1.28  0.07
H 0.72 -2.79 1.32  0.07
H -0.16 -2.74 -0.21  0.07

ORCA calculation (ωB97M-V with the def2-TZVPD basis set) on a 2-piece molecular cluster, C6H13NO overall.

Calculated values
Structure (SMILES): C=C/C=C/CNC.O
E_LUMO: 0.0330 Eh
Strongest force on any atom: 1.1 eV/A
Energy above the lowest of the compared OMol25 structures with the same formula, charge and spin: 247.1 kJ/mol
DFT total energy: -9968.6137 eV

Last column: Löwdin charge in e.
Atoms and positions in Å:
C -0.25 -1.77 -1.46  -0.13
N 0.14 -2.61 -0.33  -0.14
C -0.23 -2.09 0.99  -0.24
C 0.06 2.23 2.82  0.00
C -0.73 1.63 1.94  -0.20
C -0.95 0.20 1.72  -0.13
C -0.02 -0.60 1.20  -0.12
H -0.04 -2.29 -2.38  0.07
H 0.24 -0.80 -1.45  0.07
H -1.33 -1.62 -1.37  0.08
H 1.12 -2.87 -0.34  0.09
H 0.39 -2.60 1.73  0.11
H -1.29 -2.31 1.15  0.11
H 0.64 1.65 3.53  0.06
H 0.14 3.31 2.83  0.05
H -1.28 2.29 1.28  0.09
H -1.90 -0.29 1.95  0.11
H 0.95 -0.20 0.93  0.11
H 1.37 3.24 -5.57  0.03
H 2.26 2.60 -4.51  0.03
O 1.38 2.57 -4.88  -0.06

ORCA calculation (ωB97M-V with the def2-TZVPD basis set) on a 2-piece molecular cluster, C6H13NO overall.

Calculated values
Structure (SMILES): C/C=C/C/C=C/N.O
E_LUMO: 0.0373 Eh
Strongest force on any atom: 1.9 eV/A
Energy above the lowest of the compared OMol25 structures with the same formula, charge and spin: 201.6 kJ/mol
DFT total energy: -9969.0847 eV

Last column: Löwdin charge in e.
Atoms and positions in Å:
C -0.65 -0.09 -1.69  -0.12
C 0.41 -0.28 -2.46  -0.24
N 0.82 0.47 -3.57  0.02
C -0.91 -0.93 -0.44  -0.20
C -0.47 -0.16 0.78  -0.14
C -1.30 0.37 1.66  -0.15
C -0.87 0.96 2.98  -0.10
H -1.32 0.75 -1.83  0.10
H 1.08 -1.10 -2.25  0.11
H 0.97 -0.09 -4.40  0.07
H 0.28 1.29 -3.78  0.08
H -0.35 -1.85 -0.60  0.10
H -1.98 -1.14 -0.44  0.10
H 0.61 -0.10 0.85  0.08
H -2.37 0.30 1.48  0.10
H -0.47 1.97 2.85  0.07
H -1.75 1.10 3.62  0.06
H -0.14 0.32 3.47  0.07
H 2.10 -0.85 1.56  0.00
H 3.28 -0.09 0.86  0.03
O 3.04 -0.86 1.37  -0.05

ORCA calculation (ωB97M-V with the def2-TZVPD basis set) on one molecule with the formula C6H13NO.

Calculated values
Structure (SMILES): C=CC[C@H](C)NCO
E_LUMO: 0.0342 Eh
Strongest force on any atom: 1.4 eV/A
Energy above the lowest of the compared OMol25 structures with the same formula, charge and spin: 190.8 kJ/mol
DFT total energy: -9969.1971 eV

Last column: Löwdin charge in e.
Atoms and positions in Å:
C -1.24 -0.55 1.47  -0.05
C -0.27 -0.35 0.28  -0.39
C -1.08 0.17 -0.92  -0.19
C -0.25 0.47 -2.13  -0.19
C -0.61 0.22 -3.38  -0.01
N 0.88 0.51 0.54  -0.03
C 1.93 -0.08 1.30  -0.28
O 1.69 -0.19 2.72  -0.07
H -1.36 -1.60 1.72  0.08
H -0.94 0.01 2.36  0.07
H -2.20 -0.08 1.25  0.07
H 0.15 -1.31 0.01  0.13
H -1.88 -0.54 -1.14  0.12
H -1.61 1.09 -0.62  0.12
H 0.68 0.96 -1.89  0.09
H -1.55 -0.30 -3.53  0.05
H 0.15 0.20 -4.16  0.05
H 0.56 1.39 0.94  0.13
H 2.08 -1.10 0.93  0.12
H 2.89 0.41 1.18  0.12
H 1.98 0.66 3.08  0.07

ORCA calculation (ωB97M-V with the def2-TZVPD basis set) on a 2-piece molecular cluster, C6H13NO overall.

Calculated values
Structure (SMILES): C=C/C(=C/C)NC.O
E_LUMO: 0.0316 Eh
Strongest force on any atom: 2.6 eV/A
Energy above the lowest of the compared OMol25 structures with the same formula, charge and spin: 252.4 kJ/mol
DFT total energy: -9968.5580 eV

Last column: Löwdin charge in e.
Atoms and positions in Å:
C -0.52 0.01 -2.21  -0.07
N 0.46 -0.12 -1.11  -0.03
C 0.00 -0.25 0.20  -0.36
C 0.76 -0.72 1.19  -0.12
C 2.16 -1.21 1.02  -0.11
C -2.23 -0.62 1.03  0.03
C -1.34 0.26 0.59  -0.15
H -1.39 0.49 -1.78  0.07
H -0.83 -0.99 -2.49  0.08
H -0.08 0.65 -2.97  0.08
H 1.20 -0.77 -1.30  0.10
H 0.41 -0.68 2.20  0.10
H 2.72 -0.75 0.19  0.07
H 2.24 -2.29 0.87  0.07
H 2.83 -0.96 1.86  0.07
H -3.13 -0.19 1.48  0.06
H -2.27 -1.70 0.98  0.07
H -1.51 1.26 0.28  0.08
H -0.56 3.00 -0.21  0.01
H 0.76 2.36 0.14  0.02
O 0.35 3.23 0.03  -0.05

ORCA calculation (ωB97M-V with the def2-TZVPD basis set) on one molecule with the formula C6H13NO.

Calculated values
Structure (SMILES): CCN(CC)CC=O
E_LUMO: 0.0391 Eh
Strongest force on any atom: 2.1 eV/A
Energy above the lowest of the compared OMol25 structures with the same formula, charge and spin: 218.8 kJ/mol
DFT total energy: -9968.9070 eV

Last column: Löwdin charge in e.
Atoms and positions in Å:
C 0.77 0.10 -2.27  -0.07
C -0.50 0.14 -1.40  -0.22
N -0.22 -0.19 0.00  -0.21
C -1.19 0.26 0.97  -0.26
C -1.05 1.76 1.35  -0.08
C 0.47 -1.39 0.32  -0.18
C 1.72 -1.18 1.21  -0.22
O 2.83 -1.23 0.74  0.05
H 1.34 -0.77 -1.92  0.05
H 0.58 -0.20 -3.30  0.07
H 1.40 0.95 -2.11  0.07
H -1.29 -0.51 -1.78  0.11
H -0.81 1.19 -1.40  0.11
H -1.03 -0.30 1.89  0.11
H -2.24 0.11 0.72  0.11
H -0.80 1.88 2.40  0.06
H -0.27 2.15 0.69  0.07
H -1.90 2.42 1.17  0.06
H 0.79 -2.04 -0.49  0.11
H -0.15 -2.10 0.91  0.12
H 1.55 -1.06 2.30  0.12